{
  "formula": "C35H55BDyN11O7",
  "method": "ωB97M-V with the def2-TZVPD basis set",
  "lumo_energy_ev": [-0.2, -0.2],
  "orbital_gap_ev": [8.37, 8.38],
  "multiplicity": 6,
  "s2": 9.33,
  "e_tot_ev": -92675.0741,
  "e_above_lowest_kcal_mol": 0.0,
  "homo_ev": [-8.583, -8.589],
  "species": ["Dy", "N", "C", "C", "N", "C", "C", "N", "H", "H", "H", "H", "H", "H", "H", "H", "H", "H", "H", "H", "H", "C", "C", "C", "C", "N", "N", "B", "N", "N", "C", "C", "C", "C", "C", "C", "C", "C", "N", "N", "C", "C", "C", "C", "C", "C", "C", "C", "C", "C", "C", "C", "H", "H", "H", "H", "H", "H", "H", "H", "H", "H", "H", "H", "H", "H", "H", "H", "H", "H", "H", "H", "H", "H", "H", "H", "H", "H", "H", "H", "H", "H", "H", "H", "H", "H", "H", "H", "H", "H", "H", "H", "O", "C", "O", "C", "C", "C", "C", "C", "C", "O", "N", "O", "O", "N", "O", "O", "H", "H"],
  "coordinates": [[0.041, -0.244, -0.270], [2.509, -0.044, -1.096], [2.861, -1.154, -2.010], [2.804, -2.474, -1.264], [1.553, -2.567, -0.508], [1.528, -3.648, 0.472], [0.229, -3.574, 1.255], [-0.043, -2.179, 1.656], [2.617, 0.844, -1.572], [3.150, -0.021, -0.311], [3.853, -1.025, -2.449], [2.132, -1.160, -2.820], [3.642, -2.547, -0.569], [2.908, -3.295, -1.981], [0.835, -2.775, -1.204], [2.384, -3.545, 1.141], [1.604, -4.633, -0.002], [0.281, -4.252, 2.110], [-0.594, -3.912, 0.622], [0.706, -1.831, 2.249], [-0.887, -2.125, 2.216], [-2.999, 3.296, 2.913], [-2.816, 1.986, 2.218], [-3.780, 1.070, 1.873], [-3.107, 0.035, 1.214], [-1.798, 0.293, 1.191], [-1.626, 1.507, 1.805], [-0.257, 2.141, 2.122], [0.504, 2.700, 0.890], [0.454, 2.171, -0.369], [0.947, 3.098, -1.199], [1.374, 4.206, -0.454], [1.067, 3.921, 0.859], [1.285, 4.756, 2.079], [0.834, 3.057, -2.713], [1.024, 1.667, -3.320], [1.870, 4.000, -3.332], [-0.578, 3.573, -3.053], [0.638, 1.161, 2.922], [1.561, 0.340, 2.342], [2.292, -0.143, 3.354], [1.804, 0.325, 4.583], [0.756, 1.156, 4.265], [-0.137, 1.925, 5.184], [3.490, -1.055, 3.217], [3.905, -1.178, 1.761], [4.658, -0.470, 4.020], [3.150, -2.438, 3.792], [-3.782, -1.185, 0.627], [-2.864, -2.024, -0.257], [-4.974, -0.725, -0.224], [-4.286, -2.049, 1.793], [-4.064, 3.472, 3.055], [-2.514, 3.308, 3.890], [-2.590, 4.123, 2.330], [-4.841, 1.160, 2.045], [-0.484, 3.075, 2.832], [1.826, 5.114, -0.820], [1.956, 5.578, 1.834], [0.350, 5.178, 2.450], [1.730, 4.174, 2.888], [2.083, 1.396, -3.377], [0.482, 0.910, -2.760], [0.635, 1.655, -4.340], [2.886, 3.742, -3.019], [1.821, 3.928, -4.421], [1.681, 5.041, -3.062], [-1.353, 2.936, -2.623], [-0.710, 4.586, -2.665], [-0.713, 3.599, -4.138], [2.174, 0.111, 5.574], [0.217, 1.808, 6.207], [-0.154, 2.988, 4.943], [-1.165, 1.559, 5.136], [4.338, -0.236, 1.409], [4.659, -1.961, 1.643], [3.043, -1.420, 1.142], [4.881, 0.548, 3.694], [4.439, -0.445, 5.089], [5.552, -1.084, 3.874], [2.362, -2.935, 3.220], [4.033, -3.084, 3.776], [2.807, -2.355, 4.825], [-2.694, -1.549, -1.220], [-1.906, -2.215, 0.217], [-3.324, -2.996, -0.448], [-4.653, -0.023, -0.998], [-5.433, -1.591, -0.709], [-5.738, -0.239, 0.387], [-3.450, -2.470, 2.361], [-4.901, -1.469, 2.482], [-4.886, -2.878, 1.409], [-3.255, 1.131, -2.904], [-2.287, 0.437, -2.633], [-1.545, 0.592, -1.588], [-1.923, -0.698, -3.561], [-2.600, -0.766, -4.755], [-2.362, -1.812, -5.637], [-1.493, -2.823, -5.320], [-0.815, -2.777, -4.115], [-0.950, -1.684, -3.209], [-0.229, -1.583, -2.153], [0.059, -3.925, -3.835], [0.224, -4.745, -4.717], [0.514, -4.070, -2.707], [-3.069, -1.858, -6.925], [-3.824, -0.943, -7.188], [-2.878, -2.821, -7.644], [-3.328, -0.002, -4.988], [-1.339, -3.648, -5.996]],
  "atomic_forces_ev_per_a": [[-0.08, -0.79, -0.71], [-0.16, -0.01, -0.15], [-0.04, 0.09, 0.07], [-0.05, -0.04, 0.07], [0.06, -0.03, 0.02], [0.05, 0.11, -0.07], [-0.03, 0.12, 0.01], [0.03, -0.02, -0.20], [-0.01, 0.05, 0.02], [-0.03, 0.01, 0.08], [0.05, 0.00, -0.01], [-0.01, 0.03, 0.00], [0.05, 0.01, 0.05], [0.00, -0.03, 0.01], [-0.01, 0.05, 0.00], [0.03, 0.03, 0.02], [0.02, -0.04, -0.01], [-0.02, -0.03, 0.06], [-0.04, 0.01, -0.01], [0.02, 0.05, 0.01], [-0.06, 0.04, -0.02], [-0.03, -0.03, -0.03], [0.07, 0.10, 0.02], [-0.14, -0.04, -0.09], [-0.01, -0.01, -0.05], [-0.11, 0.27, 0.35], [0.07, 0.03, -0.06], [0.07, -0.07, 0.15], [-0.10, -0.09, 0.00], [0.04, 0.13, 0.25], [0.03, -0.01, 0.04], [0.06, 0.11, -0.04], [0.04, 0.01, 0.02], [0.02, 0.00, -0.05], [-0.01, 0.02, 0.04], [0.07, 0.06, 0.03], [0.01, 0.03, -0.05], [-0.03, 0.00, -0.01], [-0.13, 0.07, -0.12], [0.15, 0.24, 0.12], [-0.06, -0.11, 0.10], [0.06, -0.01, 0.06], [-0.07, 0.01, 0.01], [0.02, -0.04, -0.03], [-0.05, -0.03, 0.00], [0.03, 0.00, -0.06], [0.06, 0.02, 0.03], [0.00, -0.03, -0.02], [-0.01, -0.01, 0.05], [-0.12, 0.01, -0.07], [-0.05, 0.01, -0.01], [0.01, -0.06, 0.01], [0.00, 0.01, 0.00], [-0.01, 0.00, -0.01], [-0.01, -0.04, -0.01], [0.08, -0.01, -0.02], [0.04, -0.09, -0.07], [-0.04, -0.07, 0.02], [0.00, 0.00, 0.01], [0.00, -0.01, -0.02], [0.00, 0.01, -0.03], [-0.04, 0.00, -0.03], [-0.06, -0.10, -0.08], [0.02, 0.00, 0.01], [-0.05, 0.00, -0.01], [0.00, 0.01, 0.03], [0.01, -0.05, -0.02], [0.05, 0.01, -0.01], [-0.01, -0.04, -0.02], [0.01, 0.01, 0.04], [-0.01, 0.01, -0.08], [-0.01, -0.01, 0.01], [0.03, -0.01, 0.00], [0.02, 0.01, -0.03], [-0.04, -0.05, 0.01], [-0.01, 0.03, 0.00], [0.04, -0.02, 0.04], [0.00, -0.04, 0.01], [0.01, 0.00, -0.05], [-0.04, 0.04, 0.02], [0.03, 0.03, 0.04], [-0.04, 0.02, -0.01], [0.02, 0.00, -0.02], [-0.01, -0.03, 0.08], [0.12, -0.05, 0.08], [-0.01, 0.02, 0.00], [-0.01, -0.04, 0.03], [0.01, 0.04, 0.03], [0.04, -0.03, -0.03], [-0.03, 0.03, -0.01], [0.01, -0.01, -0.03], [0.02, 0.01, 0.02], [0.00, 0.04, 0.00], [0.15, 0.06, 0.20], [-0.05, 0.09, 0.01], [0.03, -0.07, 0.00], [-0.10, -0.01, -0.10], [-0.10, 0.10, -0.16], [0.09, -0.18, -0.06], [0.19, -0.05, -0.11], [0.06, 0.15, 0.05], [0.16, 0.07, 0.32], [-0.56, -0.17, 0.15], [0.18, 0.17, -0.06], [0.09, 0.04, -0.13], [-0.14, -0.10, 0.21], [0.09, 0.04, 0.01], [0.09, 0.02, -0.01], [0.03, 0.01, 0.02], [0.00, -0.02, -0.02]]
}

{
  "formula": "C35H55BF19N10O15S5",
  "method": "ωB97M-V with the def2-TZVPD basis set",
  "lumo_energy_ev": 0.3,
  "orbital_gap_ev": 6.02,
  "charge": -1,
  "e_tot_ev": -189292.8355,
  "homo_ev": -5.711,
  "species": ["C", "C", "N", "C", "C", "N", "C", "C", "H", "H", "H", "H", "H", "H", "H", "H", "H", "H", "H", "C", "C", "N", "C", "C", "N", "C", "C", "H", "H", "H", "H", "H", "H", "H", "H", "H", "H", "H", "C", "C", "N", "C", "C", "N", "C", "C", "H", "H", "H", "H", "H", "H", "H", "H", "H", "H", "H", "C", "C", "N", "C", "C", "N", "C", "C", "H", "H", "H", "H", "H", "H", "H", "H", "H", "H", "H", "C", "C", "N", "C", "C", "N", "C", "C", "H", "H", "H", "H", "H", "H", "H", "H", "H", "H", "H", "B", "F", "F", "F", "F", "C", "F", "F", "F", "S", "O", "O", "O", "C", "F", "F", "F", "S", "O", "O", "O", "C", "F", "F", "F", "S", "O", "O", "O", "C", "F", "F", "F", "S", "O", "O", "O", "C", "F", "F", "F", "S", "O", "O", "O"],
  "coordinates": [[-1.140, 23.373, -5.998], [-2.546, 23.009, -6.484], [-2.532, 21.709, -7.165], [-2.658, 20.498, -6.527], [-2.593, 19.559, -7.493], [-2.443, 20.179, -8.694], [-2.350, 21.490, -8.460], [-2.127, 19.536, -9.959], [-0.709, 22.529, -5.465], [-1.206, 24.301, -5.436], [-0.543, 23.552, -6.893], [-2.881, 23.722, -7.234], [-3.241, 22.932, -5.651], [-2.856, 20.434, -5.472], [-2.659, 18.488, -7.403], [-2.162, 22.216, -9.232], [-1.073, 19.647, -10.211], [-2.691, 20.041, -10.746], [-2.413, 18.490, -9.913], [-2.697, 7.573, -15.442], [-1.266, 7.308, -15.835], [-0.501, 6.723, -14.722], [-0.206, 7.364, -13.557], [0.495, 6.573, -12.740], [0.661, 5.386, -13.443], [0.039, 5.506, -14.617], [1.521, 4.286, -13.033], [-2.766, 8.313, -14.636], [-3.164, 6.693, -14.993], [-3.251, 8.015, -16.265], [-0.781, 8.227, -16.168], [-1.126, 6.650, -16.694], [-0.509, 8.390, -13.414], [0.961, 6.710, -11.782], [-0.078, 4.754, -15.378], [2.548, 4.601, -12.873], [1.544, 3.579, -13.862], [1.039, 3.801, -12.188], [-0.163, 17.682, -14.093], [-0.047, 19.158, -13.881], [-1.011, 19.840, -14.745], [-0.964, 19.875, -16.129], [-1.965, 20.696, -16.519], [-2.604, 21.146, -15.386], [-2.033, 20.565, -14.339], [-3.849, 21.896, -15.291], [0.150, 17.363, -15.086], [-1.126, 17.218, -13.862], [0.436, 17.146, -13.352], [0.964, 19.496, -14.110], [-0.247, 19.383, -12.834], [-0.178, 19.342, -16.632], [-2.346, 20.964, -17.488], [-2.341, 20.706, -13.317], [-3.617, 22.953, -15.162], [-4.524, 21.484, -14.547], [-4.378, 21.872, -16.244], [-3.096, 15.797, -12.151], [-2.789, 14.305, -11.838], [-1.791, 13.745, -12.767], [-0.459, 14.084, -12.926], [0.129, 13.183, -13.718], [-0.888, 12.345, -14.176], [-2.040, 12.780, -13.651], [-0.712, 11.106, -14.903], [-2.260, 16.472, -11.977], [-3.908, 16.213, -11.559], [-3.416, 15.887, -13.187], [-3.678, 13.685, -11.942], [-2.558, 14.310, -10.771], [-0.103, 14.924, -12.361], [1.115, 12.969, -14.101], [-3.006, 12.362, -13.867], [0.321, 10.993, -15.233], [-1.293, 11.140, -15.828], [-0.952, 10.234, -14.306], [-2.497, 12.366, -5.983], [-3.882, 12.924, -5.634], [-4.428, 13.668, -6.760], [-4.948, 13.079, -7.892], [-5.357, 14.082, -8.697], [-5.120, 15.267, -8.068], [-4.603, 14.977, -6.863], [-5.276, 16.621, -8.608], [-2.544, 11.499, -6.634], [-1.855, 12.282, -5.108], [-1.991, 13.178, -6.517], [-3.823, 13.584, -4.770], [-4.576, 12.121, -5.383], [-4.995, 12.012, -8.011], [-5.733, 13.971, -9.706], [-4.334, 15.759, -6.175], [-6.293, 16.983, -8.503], [-5.014, 16.546, -9.665], [-4.548, 17.281, -8.144], [-4.959, 19.041, -12.614], [-3.922, 18.574, -13.427], [-4.582, 20.327, -12.056], [-6.143, 19.208, -13.320], [-5.146, 18.186, -11.495], [-2.775, 10.740, -10.112], [-1.997, 11.817, -9.996], [-2.618, 9.958, -9.011], [-4.055, 11.136, -10.140], [-2.339, 9.747, -11.647], [-2.783, 8.393, -11.411], [-3.102, 10.499, -12.621], [-0.895, 9.887, -11.785], [-0.091, 15.505, -8.359], [-1.236, 16.076, -7.877], [0.778, 15.383, -7.364], [-0.467, 14.295, -8.790], [0.637, 16.473, -9.780], [-0.429, 16.714, -10.732], [1.212, 17.671, -9.180], [1.703, 15.641, -10.292], [-7.870, 13.668, -14.005], [-7.466, 12.454, -14.387], [-8.306, 14.333, -15.075], [-8.889, 13.574, -13.141], [-6.398, 14.538, -13.255], [-5.323, 14.391, -14.225], [-6.787, 15.942, -13.108], [-6.109, 13.885, -11.979], [-4.014, 9.276, -19.025], [-4.828, 10.012, -19.795], [-4.671, 9.150, -17.855], [-3.876, 8.065, -19.581], [-2.338, 10.083, -18.865], [-1.534, 9.053, -18.220], [-1.997, 10.327, -20.246], [-2.602, 11.256, -18.057], [3.269, 14.919, -15.755], [3.366, 15.196, -17.055], [4.186, 15.637, -15.074], [2.076, 15.335, -15.302], [3.615, 13.119, -15.427], [3.430, 12.953, -13.997], [2.589, 12.431, -16.195], [4.983, 12.929, -15.856]],
  "atomic_forces_ev_per_a": [[-0.59, -0.10, -0.94], [0.62, -0.11, -0.22], [0.07, 0.21, 0.35], [-0.28, 0.29, -0.12], [-0.26, -0.95, 0.24], [0.93, 0.75, 0.50], [-0.40, -0.51, -0.37], [-0.16, 0.13, -1.09], [0.10, 0.27, 0.36], [0.26, -0.15, 0.29], [0.25, 0.05, 0.18], [-0.27, 0.16, 0.30], [-0.19, 0.09, -0.17], [0.09, -0.06, 0.02], [0.13, 0.00, -0.15], [-0.10, 0.16, 0.09], [0.13, -0.33, 0.48], [-0.36, -0.27, 0.09], [0.12, -0.02, -0.11], [-0.17, 0.26, 0.82], [0.22, 0.22, -0.63], [0.80, -0.95, 0.80], [-0.76, 2.12, 0.07], [0.57, -1.01, -0.34], [0.19, 0.38, -0.15], [-0.42, 0.27, -0.60], [-0.74, -0.53, -0.64], [0.29, 0.10, -0.08], [-0.17, -0.15, -0.50], [-0.03, -0.36, -0.16], [0.06, 0.04, 0.27], [-0.33, -0.19, 0.11], [0.01, -0.07, 0.27], [-0.15, 0.21, 0.04], [0.26, -0.13, 0.07], [-0.12, 0.23, 0.34], [-0.02, -0.08, 0.10], [0.47, -0.03, 0.22], [0.26, -1.66, 0.58], [-0.16, -0.73, 0.18], [0.10, 0.52, -0.09], [0.26, 0.17, 0.65], [-0.29, 0.05, -0.40], [-0.46, -0.83, 0.29], [0.23, 0.38, 0.35], [-0.28, 0.66, -0.90], [0.05, 0.02, 0.01], [-0.40, 0.72, -0.34], [0.53, 0.26, -0.24], [-0.11, 0.19, -0.12], [-0.23, 0.29, -0.11], [-0.18, 0.00, -0.30], [0.19, -0.01, -0.08], [-0.14, -0.15, 0.00], [-0.05, -0.06, 0.51], [0.26, -0.01, 0.28], [0.14, -0.39, -0.06], [-0.07, -0.50, -0.65], [-0.79, 1.69, -0.37], [-0.11, 0.01, -0.69], [0.11, 0.82, 1.72], [-0.18, -1.17, -1.19], [-0.44, 0.88, 0.82], [0.01, -0.95, 0.33], [0.27, -0.13, -1.36], [0.27, -0.37, 0.00], [-0.25, -0.38, 0.09], [-0.10, 0.06, -0.04], [-0.12, 0.15, -0.23], [1.03, -0.75, -0.20], [0.46, -0.06, 0.08], [0.27, 0.47, 0.38], [-0.03, -0.02, 0.15], [0.10, 0.43, 0.21], [-0.23, -0.15, 0.15], [-0.34, 0.24, 0.27], [0.12, 1.50, -0.22], [0.54, -0.49, 0.41], [-0.91, -0.10, 0.27], [0.21, 0.09, 0.31], [-0.24, -0.54, -1.25], [0.30, -0.25, 1.17], [0.28, 0.77, -0.70], [0.20, -0.46, -0.79], [0.17, -0.17, 0.20], [-0.31, -0.74, 0.16], [0.02, -0.25, -0.34], [-0.05, 0.13, -0.11], [-0.11, 0.10, -0.04], [0.14, 0.01, -0.13], [-0.17, 0.37, -0.25], [0.20, -0.29, 0.26], [-0.01, -0.01, 0.03], [-0.26, 0.28, -0.04], [-0.12, -0.02, 0.20], [-0.89, -0.37, 0.62], [0.28, 0.32, -0.03], [0.52, 0.28, -0.21], [0.41, 0.15, 0.01], [0.25, 0.27, -0.13], [0.35, -1.17, -0.51], [-0.17, -0.01, 0.27], [-0.01, 0.55, 0.12], [0.13, 0.06, 0.20], [0.02, 0.52, -0.44], [-0.08, 0.07, 0.31], [0.00, -0.37, -0.02], [-0.27, -0.05, 0.29], [-0.28, 0.05, -1.14], [0.15, 0.26, 0.30], [-0.25, -0.08, 0.11], [0.21, -0.06, 0.29], [2.90, 0.80, -1.05], [-0.78, -0.01, 0.62], [-1.32, 0.21, 0.70], [-0.91, -0.70, 0.40], [1.14, 0.45, 0.26], [-0.57, -0.16, 0.06], [-0.08, -0.09, -0.07], [-0.03, -0.29, -0.02], [1.63, 2.57, 0.06], [-0.66, -0.78, 0.06], [-0.66, -1.25, 0.05], [-0.62, -0.52, 0.12], [0.23, 0.76, 0.06], [0.09, -0.12, -0.31], [0.30, -0.41, 0.14], [-0.31, -0.18, 0.06], [-0.03, 0.33, -0.03], [-0.20, -0.12, 0.25], [-0.06, -0.06, 0.00], [0.03, -0.37, -0.02], [0.74, -0.68, 0.83], [-0.10, 0.33, 0.00], [0.02, 0.31, -0.39], [-0.24, -0.08, -0.30], [-0.22, -1.34, 0.39], [-0.14, 0.61, 0.03], [0.13, 0.43, -0.20], [-0.24, 0.45, -0.36]]
}

- Number 2 is which compound?
  C35H55BF19N10O15S5